Here is 2 unconnected molecules or ions with the total composition C3H13N2O from the Open Molecules 2025 dataset. Energies are from the ωB97M-V functional and the def2-TZVPD basis.

The calculation puts the HOMO-LUMO gap at 11.162 eV. The relative energy (zero: lowest compared OMol25 entry of this formula, charge and spin) is 46.16 kJ/mol. The calculation puts the HOMO energy at -14.26 eV. The spin multiplicity is 1. The charge is +1.

Last column: Löwdin charge in e.
Geometry (Å):
1 C 0.659 2.065 2.632  -0.07
2 C 0.553 1.072 1.495  -0.22
3 N -0.792 1.151 0.830  0.13
4 H 1.643 2.007 3.095  0.09
5 H 0.573 3.087 2.264  0.09
6 H -0.072 1.866 3.415  0.09
7 H 1.296 1.256 0.720  0.13
8 H 0.682 0.041 1.815  0.13
9 H -1.528 0.948 1.512  0.16
10 H -0.876 0.434 0.009  0.09
11 H -0.959 2.104 0.502  0.16
12 N -0.879 -0.632 -1.275  0.01
13 C 0.244 -1.556 -1.265  -0.34
14 O 0.264 -2.214 -2.499  -0.03
15 H -0.815 -0.073 -2.122  0.11
16 H -1.754 -1.146 -1.347  0.11
17 H 1.161 -0.986 -1.109  0.12
18 H 0.117 -2.264 -0.443  0.13
19 H 1.062 -2.750 -2.593  0.11

Here is 2 unconnected molecules or ions with the total composition C4H8NO3 from the Open Molecules 2025 dataset. Energies are from the ωB97M-V functional and the def2-TZVPD basis.

The calculation puts the HOMO-LUMO gap at 8.514 eV. The relative energy (zero: lowest compared OMol25 entry of this formula, charge and spin) is 11.45 kJ/mol. The calculation puts the HOMO energy at -4.65 eV. The spin multiplicity is 1. The charge is -1.

Last column: Löwdin charge in e.
Geometry (Å):
1 C -0.402 -1.931 2.021  -0.05
2 C 0.627 -2.030 0.882  -0.77
3 O 0.848 -0.986 0.211  -0.12
4 O 1.132 -3.160 0.737  -0.08
5 H -1.335 -2.408 1.695  0.06
6 H -0.663 -0.887 2.226  0.05
7 H -0.045 -2.470 2.886  0.05
8 C 0.476 2.271 0.004  -0.02
9 C -0.583 1.939 -1.027  -0.61
10 O -1.108 2.813 -1.713  -0.03
11 N -0.934 0.639 -1.080  0.16
12 H -1.683 0.398 -1.707  0.10
13 H -0.409 -0.076 -0.554  0.05
14 H 0.028 3.089 0.549  0.07
15 H 1.406 2.629 -0.433  0.08
16 H 0.674 1.443 0.674  0.05

Here is a single C28H39N7O molecule in a non-equilibrium geometry from the Open Molecules 2025 dataset. Energies are from the ωB97M-V functional and the def2-TZVPD basis.

The calculation puts the HOMO-LUMO gap at 8.669 eV. The calculation puts the HOMO energy at -7.96 eV. The spin multiplicity is 1. The structure (SMILES) is CC(C)N(CCNC(=O)[C@H]1CCCN(c2ncnc3c2nc2n3CCCCC2)C1)Cc1ccccc1.

Last column: Löwdin charge in e.
Geometry (Å):
1 C -1.789 -2.536 2.651  -0.04
2 C -1.405 -1.886 1.321  -0.39
3 C -0.125 -1.052 1.479  -0.03
4 N -1.367 -2.876 0.254  -0.14
5 C -1.624 -2.351 -1.070  -0.17
6 C -3.083 -1.894 -1.246  -0.13
7 N -3.260 -0.469 -1.076  0.08
8 C -4.172 0.047 -0.235  -0.48
9 O -4.887 -0.641 0.470  0.05
10 C -4.333 1.574 -0.227  -0.19
11 C -4.392 2.061 1.228  -0.15
12 C -3.000 2.030 1.855  -0.15
13 C -2.022 2.863 1.024  -0.13
14 N -2.002 2.364 -0.330  -0.04
15 C -0.927 1.786 -0.880  -0.21
16 N -1.081 1.161 -2.065  0.09
17 C -0.038 0.601 -2.660  -0.23
18 N 1.208 0.544 -2.244  0.15
19 C 1.372 1.144 -1.061  -0.24
20 C 0.367 1.788 -0.320  -0.15
21 N 0.914 2.273 0.843  0.16
22 C 2.174 1.937 0.807  -0.29
23 N 2.512 1.251 -0.327  0.06
24 C 3.806 0.752 -0.702  -0.13
25 C 4.843 1.869 -0.820  -0.17
26 C 5.349 2.379 0.529  -0.21
27 C 4.308 3.138 1.350  -0.19
28 C 3.163 2.257 1.864  -0.10
29 C -3.286 2.393 -0.989  -0.11
30 C -0.352 -3.910 0.329  -0.13
31 C 1.094 -3.506 0.117  -0.21
32 C 1.552 -3.042 -1.110  -0.04
33 C 2.875 -2.676 -1.282  -0.09
34 C 3.771 -2.783 -0.233  -0.11
35 C 3.333 -3.262 0.990  -0.08
36 C 2.007 -3.618 1.160  -0.06
37 H -2.038 -1.764 3.374  0.08
38 H -0.972 -3.128 3.057  0.07
39 H -2.656 -3.175 2.511  0.08
40 H -2.220 -1.210 1.051  0.11
41 H 0.265 -0.765 0.505  0.07
42 H 0.647 -1.612 2.000  0.07
43 H -0.332 -0.145 2.044  0.08
44 H -1.445 -3.165 -1.776  0.12
45 H -0.959 -1.516 -1.346  0.10
46 H -3.420 -2.164 -2.253  0.12
47 H -3.721 -2.396 -0.516  0.12
48 H -2.632 0.125 -1.612  0.08
49 H -5.310 1.753 -0.692  0.15
50 H -5.069 1.412 1.785  0.11
51 H -4.785 3.080 1.257  0.12
52 H -3.037 2.421 2.872  0.12
53 H -2.647 0.998 1.899  0.10
54 H -1.015 2.819 1.437  0.09
55 H -2.355 3.908 1.006  0.13
56 H -0.249 0.121 -3.607  0.11
57 H 3.668 0.256 -1.665  0.12
58 H 4.133 0.008 0.033  0.12
59 H 5.692 1.481 -1.386  0.11
60 H 4.413 2.696 -1.391  0.12
61 H 6.194 3.048 0.346  0.11
62 H 5.722 1.534 1.113  0.11
63 H 3.893 3.955 0.756  0.12
64 H 4.811 3.579 2.213  0.11
65 H 2.625 2.774 2.660  0.12
66 H 3.572 1.328 2.273  0.12
67 H -3.166 2.058 -2.020  0.12
68 H -3.626 3.437 -1.006  0.13
69 H -0.615 -4.663 -0.423  0.13
70 H -0.444 -4.383 1.309  0.11
71 H 0.877 -2.970 -1.949  0.10
72 H 3.206 -2.314 -2.244  0.10
73 H 4.808 -2.511 -0.371  0.10
74 H 4.027 -3.363 1.813  0.10
75 H 1.678 -3.998 2.118  0.11

Here is a molecular structure, C4H8BrNO2S in a non-equilibrium geometry from the Open Molecules 2025 dataset. Energies are from the ωB97M-V functional and the def2-TZVPD basis.

The calculation puts the HOMO-LUMO gap at 10.822 eV. The relative energy (zero: lowest compared OMol25 entry of this formula, charge and spin) is 71.08 kJ/mol. The calculation puts the HOMO energy at -10.56 eV. The spin multiplicity is 1.

Last column: Löwdin charge in e.
Geometry (Å):
1 C 0.422 2.801 -0.809  0.04
2 C -0.504 1.857 -0.780  -0.75
3 C 0.389 -2.182 1.499  -0.09
4 C 0.422 -0.785 0.830  -0.33
5 N -0.578 -0.903 -0.189  -0.19
6 O 0.954 -0.024 -1.873  -0.28
7 O -1.361 -0.067 -2.460  -0.31
8 S -0.356 0.186 -1.428  0.50
9 Br -2.259 1.882 0.002  0.75
10 H 0.367 3.724 -0.503  0.03
11 H 1.275 2.481 -1.239  0.05
12 H 0.473 -2.895 0.636  0.10
13 H 1.311 -2.370 2.221  0.11
14 H -0.501 -2.083 2.062  0.05
15 H 0.079 0.071 1.506  0.13
16 H 1.368 -0.786 0.290  0.11
17 H -1.502 -0.908 0.233  0.09

Here is a molecular structure, C61H43Cl6N3O2P2SiTi from the Open Molecules 2025 dataset. Energies are from the ωB97M-V functional and the def2-TZVPD basis.

The calculation puts the HOMO-LUMO gap (alpha / beta) at 5.736 / 6.904 eV. The relative energy (zero: lowest compared OMol25 entry of this formula, charge and spin) is 0.00 kJ/mol. Its expectation value of S² is 0.796. The calculation puts the HOMO energy (alpha / beta) at -3.70 / -5.29 eV. The spin multiplicity is 2. The charge is -1.

Last column: Löwdin charge in e.
Geometry (Å):
1 Ti -0.165 -1.061 -0.656  0.89
2 C -3.130 0.746 0.937  -0.23
3 Si -1.243 0.550 1.110  0.62
4 C -0.878 2.399 1.503  -0.32
5 C -1.471 2.920 2.667  -0.11
6 C -1.336 4.251 3.018  -0.10
7 C -0.593 5.112 2.207  -0.09
8 C -0.001 4.616 1.059  -0.10
9 C -0.145 3.269 0.702  -0.40
10 P 0.606 2.533 -0.802  1.12
11 C 2.197 3.453 -0.926  -0.36
12 C 3.031 3.467 0.193  -0.10
13 C 4.282 4.060 0.145  -0.09
14 C 4.735 4.636 -1.036  -0.10
15 C 3.926 4.607 -2.162  -0.09
16 C 2.667 4.020 -2.108  -0.09
17 C -0.428 3.279 -2.127  -0.40
18 C -1.440 4.211 -1.906  -0.09
19 C -2.247 4.645 -2.952  -0.09
20 C -2.059 4.150 -4.234  -0.10
21 C -1.057 3.217 -4.466  -0.11
22 C -0.254 2.784 -3.422  -0.18
23 C -1.050 -0.269 2.830  -0.29
24 C -2.182 -0.860 3.407  -0.10
25 C -2.154 -1.431 4.669  -0.08
26 C -0.976 -1.416 5.406  -0.08
27 C 0.157 -0.846 4.852  -0.11
28 C 0.138 -0.290 3.571  -0.36
29 P 1.686 0.440 2.873  1.13
30 C 2.937 -0.829 3.311  -0.38
31 C 4.286 -0.467 3.240  -0.12
32 C 5.284 -1.377 3.544  -0.09
33 C 4.952 -2.680 3.905  -0.09
34 C 3.621 -3.059 3.945  -0.08
35 C 2.620 -2.140 3.650  -0.10
36 C 2.035 1.720 4.168  -0.34
37 C 2.846 1.538 5.286  -0.10
38 C 3.051 2.570 6.193  -0.09
39 C 2.447 3.805 6.001  -0.10
40 C 1.637 4.000 4.890  -0.08
41 C 1.442 2.970 3.982  -0.10
42 H -3.511 1.226 1.840  0.03
43 H -3.677 -0.182 0.803  0.00
44 H -3.363 1.398 0.097  0.00
45 H -2.016 2.259 3.331  0.11
46 H -1.794 4.618 3.929  0.11
47 H -0.475 6.156 2.473  0.10
48 H 0.581 5.277 0.425  0.11
49 H 2.700 3.003 1.114  0.08
50 H 4.904 4.068 1.032  0.10
51 H 5.715 5.096 -1.079  0.09
52 H 4.274 5.040 -3.091  0.10
53 H 2.049 4.006 -2.998  0.09
54 H -1.624 4.588 -0.908  0.09
55 H -3.031 5.367 -2.757  0.10
56 H -2.697 4.480 -5.045  0.10
57 H -0.913 2.805 -5.458  0.10
58 H 0.514 2.043 -3.610  0.09
59 H -3.112 -0.884 2.854  0.09
60 H -3.052 -1.878 5.080  0.10
61 H -0.941 -1.845 6.401  0.10
62 H 1.080 -0.842 5.421  0.10
63 H 4.552 0.541 2.940  0.11
64 H 6.323 -1.074 3.494  0.10
65 H 5.731 -3.395 4.140  0.10
66 H 3.352 -4.079 4.192  0.10
67 H 1.584 -2.455 3.680  0.09
68 H 3.326 0.582 5.461  0.10
69 H 3.686 2.404 7.056  0.10
70 H 2.612 4.609 6.708  0.09
71 H 1.160 4.958 4.718  0.10
72 H 0.816 3.140 3.115  0.05
73 Cl -2.425 1.031 -2.492  0.81
74 C -2.172 -0.573 -3.127  -0.64
75 C -1.405 -1.464 -2.396  -0.27
76 C -1.114 -2.656 -3.039  -0.67
77 Cl 0.066 -3.684 -2.268  0.78
78 C -1.623 -3.020 -4.277  -0.73
79 Cl -1.217 -4.537 -4.990  0.67
80 C -2.442 -2.119 -4.949  -0.72
81 Cl -3.092 -2.522 -6.495  0.66
82 C -2.696 -0.873 -4.383  -0.70
83 Cl -3.636 0.292 -5.242  0.67
84 N 2.035 -10.069 3.833  0.14
85 C 1.778 -9.047 3.374  -0.19
86 C 1.455 -7.764 2.798  -0.24
87 C 1.807 -7.481 1.480  -0.02
88 C 1.512 -6.244 0.937  -0.01
89 C 0.859 -5.263 1.690  -0.17
90 C 0.504 -5.568 3.005  -0.02
91 C 0.800 -6.801 3.559  -0.03
92 C 0.543 -3.940 1.114  -0.11
93 C 1.608 -3.156 0.627  -0.30
94 C 2.971 -3.457 0.561  -0.04
95 C 3.642 -2.286 0.149  -0.07
96 C 2.692 -1.312 -0.006  -0.18
97 N 1.428 -1.820 0.247  -0.07
98 C -0.817 -3.552 1.022  -0.26
99 C -1.942 -4.268 1.437  -0.03
100 C -3.078 -3.601 0.936  -0.08
101 C -2.623 -2.514 0.239  -0.19
102 N -1.248 -2.429 0.299  -0.12
103 H 2.302 -8.239 0.886  0.12
104 H 1.771 -6.027 -0.091  0.12
105 H 0.003 -4.814 3.601  0.12
106 H 0.534 -7.021 4.585  0.12
107 H 3.420 -4.397 0.836  0.10
108 H 4.705 -2.154 0.021  0.10
109 H 2.833 -0.268 -0.240  0.10
110 H -1.931 -5.197 1.984  0.10
111 H -4.110 -3.894 1.055  0.09
112 H -3.188 -1.801 -0.333  0.09
113 Cl 1.041 -0.879 -5.119  0.63
114 C 2.291 -1.058 -3.841  -0.44
115 C 2.017 -0.097 -2.706  -0.69
116 O 2.751 0.842 -2.502  0.07
117 O 0.942 -0.381 -2.015  -0.26
118 H 3.247 -0.814 -4.287  0.08
119 H 2.261 -2.087 -3.490  0.06

Here is a single C4H7FO molecule in a non-equilibrium geometry from the Open Molecules 2025 dataset. Energies are from the ωB97M-V functional and the def2-TZVPD basis.

The calculation puts the HOMO-LUMO gap at 10.129 eV. The relative energy (zero: lowest compared OMol25 entry of this formula, charge and spin) is 229.66 kJ/mol. The calculation puts the HOMO energy at -9.58 eV. The spin multiplicity is 1. The structure (SMILES) is C=C(CO)CF.

Last column: Löwdin charge in e.
Geometry (Å):
1 C 0.726 1.374 -0.244  0.08
2 C 0.259 0.165 0.146  -0.36
3 C -1.103 0.119 0.377  -0.34
4 O -1.624 -0.858 -0.474  -0.10
5 C 1.125 -1.028 0.055  -0.12
6 F 2.480 -0.552 -0.104  -0.11
7 H 1.797 1.532 -0.603  0.09
8 H 0.037 2.281 -0.429  0.10
9 H -1.464 1.111 0.325  0.09
10 H -1.431 -0.190 1.454  0.15
11 H -2.710 -0.790 -0.665  0.20
12 H 0.897 -1.628 -0.910  0.16
13 H 1.009 -1.534 1.071  0.15

| no. | DFT total energy (eV) |
| --- | --- |
| 1 | -8343.5037 |
| 2 | -11913.1754 |
| 3 | -42149.9084 |
| 4 | -90737.7792 |
| 5 | -197230.6051 |
| 6 | -9023.8907 |